# 1
Below is a molecular structure, C58H42Cl2F3N5O10SZr, with properties calculated with ωB97M-V/def2-TZVPD.

Geometry (Å):
1 Zr 0.198 -0.529 0.217
2 C -0.605 3.665 9.702
3 O -0.151 3.847 8.380
4 C -0.422 3.080 7.285
5 C -0.377 1.660 7.212
6 C -0.417 1.036 6.011
7 C -0.523 1.795 4.800
8 C -0.762 3.153 4.960
9 C -0.680 3.808 6.212
10 C -0.412 1.187 3.470
11 C 0.567 1.596 2.598
12 C 1.636 2.609 2.980
13 C 2.463 2.735 1.952
14 C 1.937 1.984 0.783
15 N 0.827 1.282 1.258
16 C 2.410 1.989 -0.435
17 C 1.882 1.423 -1.710
18 C 2.187 1.772 -3.065
19 C 1.230 1.091 -3.829
20 C 0.266 0.586 -2.938
21 C -0.959 0.040 -3.287
22 C -1.224 -0.016 -4.697
23 C -1.590 1.194 -5.349
24 C -1.567 1.339 -6.719
25 C -1.180 0.187 -7.444
26 O -1.050 0.202 -8.845
27 C -1.980 0.900 -9.557
28 C -0.806 -0.989 -6.835
29 C -0.792 -1.101 -5.469
30 C -1.918 -0.304 -2.299
31 N -1.670 -0.513 -1.011
32 C -2.876 -1.009 -0.566
33 C -3.259 -1.386 0.783
34 C -4.655 -1.782 0.796
35 C -5.668 -0.922 1.137
36 C -7.042 -1.311 1.073
37 C -7.373 -2.499 0.489
38 O -8.628 -3.009 0.552
39 C -9.640 -2.413 1.360
40 C -6.332 -3.259 -0.161
41 C -4.996 -2.954 0.165
42 C -2.489 -1.215 2.018
43 C -3.152 -1.159 3.295
44 C -2.299 -0.439 4.036
45 C -1.239 -0.006 3.323
46 N -1.301 -0.582 2.032
47 C -3.833 -1.108 -1.648
48 C -3.239 -0.696 -2.724
49 N 0.741 0.743 -1.647
50 C 3.754 2.645 -0.732
51 C 3.812 4.060 -0.642
52 C 4.947 4.748 -1.021
53 C 6.000 3.994 -1.510
54 O 7.118 4.460 -2.095
55 C 7.006 5.804 -2.420
56 C 5.937 2.632 -1.624
57 C 4.864 1.882 -1.200
58 H -0.588 4.616 10.180
59 H -1.629 3.333 9.644
60 H -0.018 2.998 10.301
61 H -0.456 1.097 8.174
62 H -0.500 -0.089 6.018
63 H -0.786 3.793 4.080
64 H -0.587 4.867 6.340
65 H 1.631 3.091 3.932
66 H 3.477 3.193 1.920
67 H 3.063 2.325 -3.364
68 H 1.082 1.187 -4.897
69 H -1.757 2.108 -4.767
70 H -1.549 2.295 -7.266
71 H -1.922 0.454 -10.590
72 H -3.006 0.691 -9.212
73 H -1.805 1.949 -9.529
74 H -0.515 -1.759 -7.550
75 H -0.351 -2.024 -5.081
76 H -5.430 0.043 1.546
77 H -7.772 -0.694 1.470
78 H -9.393 -2.660 2.423
79 H -9.700 -1.294 1.386
80 H -10.574 -2.909 1.041
81 H -6.588 -4.130 -0.685
82 H -4.332 -3.742 -0.156
83 H -4.172 -1.426 3.422
84 H -2.650 -0.041 4.979
85 H -4.830 -1.440 -1.635
86 H -3.724 -0.596 -3.728
87 H 2.801 4.429 -0.413
88 H 5.071 5.838 -0.932
89 H 7.854 5.988 -3.122
90 H 6.092 6.059 -2.941
91 H 7.056 6.444 -1.540
92 H 6.712 2.000 -2.032
93 H 4.873 0.821 -1.068
94 Cl 3.247 -2.273 -2.745
95 C 3.780 -2.499 -0.991
96 C 4.707 -3.471 -0.641
97 C 4.900 -3.788 0.700
98 Cl 5.709 -5.382 0.662
99 C 4.213 -3.190 1.777
100 C 4.505 -3.402 3.138
101 C 3.625 -2.791 3.906
102 C 2.432 -2.014 3.407
103 N 2.074 -1.978 2.173
104 C 3.063 -2.439 1.362
105 C 2.928 -1.875 -0.094
106 O 2.190 -0.837 -0.265
107 H 5.040 -4.138 -1.449
108 H 5.315 -4.087 3.496
109 H 3.577 -2.824 4.948
110 H 1.719 -1.615 4.129
111 O -0.163 0.403 9.989
112 H -0.681 0.583 10.725
113 H -0.083 -3.259 0.401
114 O 0.247 -2.499 -0.049
115 F 1.809 -5.546 -6.420
116 C 1.883 -4.856 -5.331
117 F 2.989 -5.168 -4.671
118 F 2.029 -3.538 -5.790
119 S 0.512 -5.074 -4.166
120 O 0.336 -6.508 -3.963
121 O -0.489 -4.452 -4.985
122 O 0.833 -4.230 -3.007

## Properties
spin multiplicity: 1
ΔE to the lowest compared entry with this formula, charge and spin: 0.203 eV
HOMO energy (spin up / spin down): -2.12 / -2.12 eV
frontier orbital gap (spin up / spin down): 3.9 / 3.9 eV
energy: -4926.78739 Eh
total charge: -2

***

# 2
Below is a molecular structure, C58H44F12N2O9OsS, with properties calculated with ωB97M-V/def2-TZVPD.

Geometry (Å):
1 Os 0.145 0.121 0.427
2 C -6.688 0.801 -1.095
3 C -5.336 0.218 -0.775
4 C -5.183 -0.959 -0.057
5 C -3.935 -1.426 0.296
6 C -2.742 -0.726 -0.014
7 N -1.530 -1.091 0.490
8 C -1.404 -2.136 1.420
9 C -2.268 -2.283 2.506
10 C -2.179 -3.363 3.365
11 C -1.171 -4.303 3.228
12 C -1.037 -5.469 4.172
13 C -0.246 -4.111 2.209
14 C -0.348 -3.058 1.309
15 C 0.611 -2.900 0.131
16 O 0.801 -1.599 -0.269
17 C 0.020 -3.777 -1.022
18 F -1.285 -3.541 -1.204
19 F 0.110 -5.100 -0.719
20 F 0.648 -3.601 -2.183
21 C 2.068 -3.398 0.415
22 F 2.180 -4.715 0.735
23 F 2.846 -3.199 -0.646
24 F 2.590 -2.723 1.452
25 C -2.894 0.318 -0.976
26 C -4.172 0.794 -1.259
27 C -1.705 0.777 -1.823
28 O -0.503 0.987 -1.151
29 C -1.971 2.140 -2.537
30 F -0.883 2.580 -3.164
31 F -2.355 3.069 -1.659
32 F -2.941 2.074 -3.490
33 C -1.466 -0.269 -2.955
34 F -1.039 -1.415 -2.446
35 F -2.605 -0.534 -3.638
36 F -0.561 0.137 -3.851
37 H -7.484 0.207 -0.641
38 H -6.873 0.834 -2.172
39 H -6.786 1.823 -0.719
40 H -6.058 -1.529 0.243
41 H -3.872 -2.362 0.828
42 H -3.029 -1.532 2.668
43 H -2.888 -3.452 4.182
44 H -1.953 -5.615 4.747
45 H -0.221 -5.319 4.884
46 H -0.826 -6.394 3.632
47 H 0.557 -4.827 2.107
48 H -4.289 1.637 -1.922
49 C -0.184 5.169 5.089
50 C -0.964 4.028 4.466
51 C -2.320 3.864 5.153
52 O -1.194 4.212 3.075
53 C -0.782 3.047 2.327
54 C -0.547 2.036 3.478
55 O -0.176 2.872 4.568
56 C 0.298 0.733 3.456
57 O -0.073 -0.023 2.330
58 C -0.182 -0.151 4.649
59 C -0.978 0.305 5.697
60 C -1.314 -0.526 6.762
61 C -0.849 -1.829 6.809
62 C -0.051 -2.292 5.770
63 C 0.270 -1.468 4.706
64 C 1.817 0.840 3.700
65 C 2.628 -0.110 3.093
66 C 3.957 -0.265 3.451
67 C 4.516 0.551 4.417
68 C 3.726 1.526 5.013
69 C 2.388 1.662 4.676
70 C 0.340 3.253 1.288
71 O 0.705 1.994 0.880
72 C 1.574 4.038 1.769
73 C 2.825 3.537 1.431
74 C 3.979 4.244 1.743
75 C 3.896 5.478 2.370
76 C 2.644 6.015 2.651
77 C 1.493 5.307 2.337
78 C -0.138 4.113 0.096
79 C 0.629 4.075 -1.066
80 C 0.398 4.979 -2.089
81 C -0.620 5.921 -1.983
82 C -1.411 5.938 -0.845
83 C -1.167 5.044 0.192
84 H -0.699 6.116 4.919
85 H 0.815 5.217 4.668
86 H -0.110 4.997 6.164
87 H -2.909 4.770 5.004
88 H -2.188 3.697 6.224
89 H -2.872 3.027 4.724
90 H -1.650 2.735 1.741
91 H -1.558 1.662 3.691
92 H -1.320 1.328 5.724
93 H -1.935 -0.137 7.561
94 H -1.102 -2.476 7.641
95 H 0.321 -3.310 5.784
96 H 0.892 -1.850 3.908
97 H 2.215 -0.741 2.321
98 H 4.557 -1.011 2.945
99 H 5.560 0.448 4.688
100 H 4.151 2.186 5.762
101 H 1.793 2.404 5.183
102 H 2.871 2.592 0.912
103 H 4.941 3.816 1.491
104 H 4.796 6.028 2.622
105 H 2.560 6.997 3.104
106 H 0.525 5.760 2.497
107 H 1.408 3.325 -1.165
108 H 1.006 4.931 -2.984
109 H -0.802 6.623 -2.789
110 H -2.223 6.652 -0.756
111 H -1.775 5.100 1.086
112 O 4.873 1.088 1.164
113 C 4.563 0.712 0.041
114 N 3.363 0.261 -0.398
115 S 3.282 0.351 -2.000
116 O 2.802 -0.859 -2.618
117 O 2.658 1.582 -2.434
118 C 5.034 0.520 -2.298
119 C 5.769 0.497 -3.466
120 C 7.142 0.694 -3.360
121 C 7.737 0.914 -2.118
122 C 6.974 0.940 -0.956
123 C 5.611 0.731 -1.065
124 H 5.292 0.327 -4.423
125 H 7.759 0.679 -4.251
126 H 8.809 1.066 -2.064
127 H 7.412 1.116 0.019

## Properties
spin multiplicity: 1
HOMO energy (spin up / spin down): -2.45 / -2.45 eV
frontier orbital gap (spin up / spin down): 6.4 / 6.4 eV
energy: -4710.66220 Eh
total charge: -2

***

# 3
Below is a molecular structure, C58H46ClN5O5P2SV, with properties calculated with ωB97M-V/def2-TZVPD.

Geometry (Å):
1 V 0.237 -1.069 -1.810
2 O -3.181 -2.416 -7.491
3 C -3.314 -3.041 -6.433
4 O -4.107 -3.942 -6.133
5 C -2.315 -2.629 -5.291
6 C -2.346 -3.252 -4.049
7 C -1.455 -2.845 -3.060
8 N -0.617 -1.811 -3.263
9 C -0.584 -1.187 -4.451
10 C -1.399 -1.602 -5.499
11 C 0.232 0.013 -4.397
12 C 0.339 0.935 -5.437
13 C 0.891 2.174 -5.186
14 C 1.372 2.441 -3.906
15 C 1.302 1.450 -2.949
16 N 0.741 0.268 -3.169
17 C -1.297 -3.408 -1.736
18 C -1.859 -4.614 -1.315
19 C -1.562 -5.106 -0.061
20 C -0.692 -4.369 0.749
21 C -0.181 -3.181 0.274
22 N -0.465 -2.686 -0.934
23 H -3.079 -4.028 -3.877
24 H -1.395 -1.129 -6.470
25 H -0.066 0.690 -6.407
26 H 0.915 2.933 -5.955
27 H 1.784 3.409 -3.660
28 H 1.694 1.610 -1.949
29 H -2.503 -5.160 -1.990
30 H -1.970 -6.047 0.282
31 H -0.419 -4.721 1.731
32 H 0.487 -2.589 0.889
33 C -2.385 2.928 1.585
34 N -2.008 2.626 2.944
35 C -1.861 1.228 3.254
36 P -0.542 0.467 2.098
37 C 0.109 -0.797 3.250
38 C -0.789 -1.623 3.927
39 C -0.340 -2.697 4.671
40 C 1.017 -2.967 4.752
41 C 1.916 -2.165 4.065
42 C 1.468 -1.105 3.300
43 C 0.632 1.843 2.385
44 C 0.914 2.731 1.357
45 C 1.707 3.841 1.586
46 C 2.217 4.083 2.851
47 C 1.951 3.194 3.878
48 C 1.172 2.075 3.644
49 C -1.902 3.627 3.862
50 C -1.347 3.441 5.142
51 C -1.264 4.472 6.051
52 C -1.733 5.739 5.749
53 C -2.274 5.950 4.492
54 C -2.354 4.929 3.569
55 P -1.915 1.609 0.255
56 C -2.719 2.488 -1.129
57 C -2.411 3.750 -1.495
58 C -2.621 4.248 -2.828
59 C -2.902 3.425 -3.842
60 C -3.089 1.968 -3.578
61 C -3.322 1.555 -2.133
62 C -3.249 0.385 0.620
63 C -2.912 -0.962 0.701
64 C -3.878 -1.924 0.933
65 C -5.201 -1.549 1.097
66 C -5.550 -0.213 1.007
67 C -4.583 0.747 0.760
68 H -1.816 3.813 1.267
69 H -3.455 3.180 1.522
70 H -2.818 0.718 3.059
71 H -1.620 1.080 4.305
72 H -1.849 -1.421 3.867
73 H -1.048 -3.333 5.188
74 H 1.371 -3.803 5.341
75 H 2.976 -2.370 4.133
76 H 2.160 -0.496 2.735
77 H 0.507 2.535 0.373
78 H 1.923 4.526 0.777
79 H 2.822 4.962 3.036
80 H 2.343 3.382 4.870
81 H 0.982 1.373 4.445
82 H -0.950 2.482 5.431
83 H -0.819 4.282 7.019
84 H -1.676 6.539 6.472
85 H -2.649 6.931 4.230
86 H -2.794 5.147 2.609
87 H -1.947 4.423 -0.788
88 H -2.473 5.307 -3.001
89 H -2.987 3.771 -4.861
90 H -3.826 1.534 -4.270
91 H -4.321 1.216 -1.840
92 H -1.878 -1.248 0.558
93 H -3.598 -2.968 0.976
94 H -5.963 -2.296 1.277
95 H -6.584 0.084 1.123
96 H -4.874 1.787 0.665
97 Cl 1.130 -0.151 0.141
98 O -1.893 1.180 -3.602
99 N -2.408 0.398 -2.392
100 O -1.499 0.228 -1.441
101 C 7.965 -3.818 0.925
102 C 9.248 -3.630 0.172
103 O 10.353 -3.903 0.586
104 S 9.087 -2.953 -1.471
105 C 7.326 -2.713 -1.675
106 C 6.548 -3.725 -2.223
107 C 5.191 -3.545 -2.379
108 C 4.575 -2.346 -1.992
109 C 5.385 -1.325 -1.467
110 C 6.740 -1.504 -1.314
111 C 3.185 -2.143 -2.079
112 C 1.986 -1.911 -2.074
113 H 8.183 -4.163 1.934
114 H 7.341 -4.552 0.415
115 H 7.409 -2.883 0.964
116 H 7.013 -4.658 -2.512
117 H 4.585 -4.337 -2.795
118 H 4.914 -0.399 -1.170
119 H 7.353 -0.716 -0.897

## Properties
spin multiplicity: 4
HOMO energy (spin up / spin down): -1.28 / -1.82 eV
frontier orbital gap (spin up / spin down): 4.9 / 5.4 eV
energy: -5372.82495 Eh
<S²>: 3.788
total charge: -2